Record 1
C76H177N11O13 | ωB97M-V/def2-TZVPD

Last columns: bonded neighbours and bond lengths (Å).
Atoms and positions in Å:
1 C 1.237 1.877 -4.021  O2 1.386, H3 1.106, H4 1.110, H5 1.098
2 O 1.146 0.617 -3.453  C1 1.386, H6 0.986
3 H 1.790 1.882 -4.979  C1 1.106
4 H 0.240 2.322 -4.221  C1 1.110
5 H 1.734 2.526 -3.288  C1 1.098
6 H 0.766 -0.027 -4.097  O2 0.986
7 C 4.129 -1.994 2.091  O8 1.422, H9 1.091, H10 1.100, H11 1.098
8 O 5.311 -1.843 2.867  C7 1.422, H12 0.963
9 H 3.447 -2.706 2.558  C7 1.091
10 H 3.600 -1.050 1.896  C7 1.100
11 H 4.433 -2.407 1.119  C7 1.098
12 H 5.165 -1.294 3.644  O8 0.963
13 C 5.406 1.896 1.876  C14 1.555, H19 1.094, H20 1.091, H21 1.087
14 C 4.623 3.089 1.260  C13 1.555, C15 1.491, N18 1.487, H22 1.090
15 C 5.016 3.122 -0.178  C14 1.491, O16 1.390, H23 1.104, H24 1.112
16 O 4.511 4.280 -0.759  C15 1.390, C17 1.393
17 C 4.590 4.298 -2.150  O16 1.393, H25 1.082, H26 1.111, H27 1.107
18 N 3.152 3.038 1.469  C14 1.487, H28 1.022, H29 1.005
19 H 5.039 0.944 1.481  C13 1.094
20 H 5.301 1.824 2.960  C13 1.091
21 H 6.479 1.892 1.700  C13 1.087
22 H 4.962 3.983 1.784  C14 1.090
23 H 4.573 2.235 -0.663  C15 1.104
24 H 6.125 3.065 -0.236  C15 1.112
25 H 4.220 5.255 -2.494  C17 1.082
26 H 3.962 3.519 -2.633  C17 1.111
27 H 5.636 4.175 -2.491  C17 1.107
28 H 2.620 2.306 0.995  N18 1.022
29 H 2.798 3.932 1.177  N18 1.005
30 C -0.062 -7.342 -0.502  C31 1.565, H36 1.096, H37 1.110, H38 1.087
31 C 0.574 -8.210 -1.638  C30 1.565, C32 1.483, N35 1.505, H39 1.080
32 C 0.988 -7.311 -2.741  C31 1.483, O33 1.376, H40 1.107, H41 1.103
33 O 1.494 -8.096 -3.752  C32 1.376, C34 1.392
34 C 1.837 -7.359 -4.882  O33 1.392, H42 1.100, H43 1.108, H44 1.097
35 N 1.804 -8.954 -1.192  C31 1.505, H45 1.016, H46 1.017
36 H -0.228 -7.901 0.426  C30 1.096
37 H -1.043 -6.910 -0.790  C30 1.110
38 H 0.567 -6.492 -0.248  C30 1.087
39 H -0.132 -8.986 -1.895  C31 1.080
40 H 1.748 -6.653 -2.278  C32 1.107
41 H 0.122 -6.698 -3.043  C32 1.103
42 H 2.179 -8.037 -5.679  C34 1.100
43 H 2.662 -6.649 -4.670  C34 1.108
44 H 0.971 -6.801 -5.257  C34 1.097
45 H 1.527 -9.354 -0.300  N35 1.016
46 H 2.110 -9.724 -1.780  N35 1.017
47 C -2.907 -1.280 -1.859  C48 1.541, H53 1.099, H54 1.083, H55 1.104
48 C -3.770 -0.004 -1.814  C47 1.541, C49 1.564, N52 1.475, H56 1.084
49 C -3.669 0.721 -3.196  C48 1.564, O50 1.457, H57 1.115, H58 1.108
50 O -4.274 2.028 -2.974  C49 1.457, C51 1.425
51 C -4.174 2.875 -4.116  O50 1.425, H59 1.092, H60 1.100, H61 1.099
52 N -5.154 -0.296 -1.396  C48 1.475, H62 1.022, H63 1.013
53 H -2.873 -1.861 -0.927  C47 1.099
54 H -1.917 -0.922 -2.111  C47 1.083
55 H -3.206 -1.923 -2.705  C47 1.104
56 H -3.388 0.594 -0.995  C48 1.084
57 H -4.158 0.085 -3.970  C49 1.115
58 H -2.607 0.852 -3.486  C49 1.108
59 H -3.158 3.217 -4.318  C51 1.092
60 H -4.778 3.777 -3.940  C51 1.100
61 H -4.589 2.398 -5.014  C51 1.099
62 H -5.677 -0.639 -2.204  N52 1.022
63 H -5.657 0.451 -0.933  N52 1.013
64 C 0.954 -0.511 4.084  C65 1.536, H70 1.095, H71 1.083, H72 1.096
65 C 0.936 -0.011 5.536  C64 1.536, C66 1.515, N69 1.511, H73 1.098
66 C 0.623 -1.162 6.469  C65 1.515, O67 1.398, H74 1.101, H75 1.097
67 O -0.591 -1.821 6.254  C66 1.398, C68 1.414
68 C -1.666 -0.961 6.577  O67 1.414, H76 1.092, H77 1.097, H78 1.097
69 N 2.353 0.334 5.931  C65 1.511, H79 1.020, H80 1.013
70 H 1.171 0.384 3.493  C64 1.095
71 H 0.000 -0.887 3.734  C64 1.083
72 H 1.728 -1.268 3.910  C64 1.096
73 H 0.341 0.909 5.615  C65 1.098
74 H 0.694 -0.714 7.473  C66 1.101
75 H 1.484 -1.835 6.367  C66 1.097
76 H -2.580 -1.551 6.672  C68 1.092
77 H -1.813 -0.176 5.826  C68 1.097
78 H -1.455 -0.460 7.530  C68 1.097
79 H 2.864 0.920 5.272  N69 1.020
80 H 2.371 0.768 6.846  N69 1.013
81 C -0.097 0.736 0.262  C82 1.517, H87 1.104, H88 1.096, H89 1.099
82 C 1.133 -0.145 0.157  C81 1.517, C83 1.512, N86 1.483, H90 1.092
83 C 0.833 -1.442 -0.562  C82 1.512, O84 1.401, H91 1.097, H92 1.106
84 O -0.159 -2.183 0.095  C83 1.401, C85 1.391
85 C -0.047 -3.533 -0.221  O84 1.391, H93 1.098, H94 1.129, H95 1.098
86 N 2.238 0.555 -0.541  C82 1.483, H96 1.018, H97 1.013
87 H -0.913 0.142 0.709  C81 1.104
88 H -0.513 1.115 -0.678  C81 1.096
89 H 0.037 1.603 0.924  C81 1.099
90 H 1.522 -0.365 1.154  C82 1.092
91 H 1.788 -1.981 -0.565  C83 1.097
92 H 0.520 -1.248 -1.604  C83 1.106
93 H -0.884 -4.110 0.193  C85 1.098
94 H 0.887 -3.974 0.234  C85 1.129
95 H 0.021 -3.695 -1.305  C85 1.098
96 H 3.026 -0.079 -0.425  N86 1.018
97 H 2.013 0.632 -1.526  N86 1.013
98 C -1.617 8.016 -2.491  C99 1.503, H109 1.094, H110 1.086, H111 1.081
99 C -1.373 7.392 -1.145  C98 1.503, C100 1.568, N104 1.439, C108 1.529
100 C -2.493 6.353 -0.791  C99 1.568, C101 1.487, H112 1.099, H113 1.093
101 C -2.405 5.134 -1.638  C100 1.487, C102 1.508, H114 1.104, H115 1.100
102 C -1.098 4.447 -1.329  C101 1.508, C103 1.548, H116 1.099, H117 1.106
103 C 0.129 5.321 -1.684  C102 1.548, N104 1.512, C106 1.527, C107 1.510
104 N -0.119 6.687 -1.085  C99 1.439, C103 1.512, O105 1.432
105 O 0.897 7.540 -1.622  N104 1.432, H127 0.966
106 C 1.415 4.826 -1.026  C103 1.527, H118 1.096, H119 1.097, H120 1.095
107 C 0.382 5.379 -3.173  C103 1.510, H121 1.089, H122 1.078, H123 1.084
108 C -1.422 8.519 -0.114  C99 1.529, H124 1.082, H125 1.085, H126 1.080
109 H -2.435 8.742 -2.503  C98 1.094
110 H -1.850 7.292 -3.267  C98 1.086
111 H -0.775 8.580 -2.868  C98 1.081
112 H -2.363 6.107 0.272  C100 1.099
113 H -3.473 6.824 -0.900  C100 1.093
114 H -2.390 5.466 -2.690  C101 1.104
115 H -3.293 4.496 -1.519  C101 1.100
116 H -0.915 3.547 -1.934  C102 1.099
117 H -1.094 4.135 -0.268  C102 1.106
118 H 1.500 3.791 -1.373  C106 1.096
119 H 2.285 5.376 -1.407  C106 1.097
120 H 1.356 4.834 0.068  C106 1.095
121 H 1.310 5.927 -3.330  C107 1.089
122 H 0.407 4.401 -3.626  C107 1.078
123 H -0.394 5.978 -3.634  C107 1.084
124 H -0.614 9.205 -0.331  C108 1.082
125 H -1.271 8.050 0.853  C108 1.085
126 H -2.392 8.984 -0.216  C108 1.080
127 H 1.446 7.702 -0.844  O105 0.966
128 C -3.707 -0.103 2.021  C129 1.571, H139 1.093, H140 1.089, H141 1.102
129 C -4.906 -0.647 2.878  C128 1.571, C130 1.534, N134 1.488, C138 1.558
130 C -5.259 0.385 3.957  C129 1.534, C131 1.554, H142 1.098, H143 1.104
131 C -6.564 -0.066 4.672  C130 1.554, C132 1.545, H144 1.101, H145 1.096
132 C -7.749 -0.152 3.685  C131 1.545, C133 1.565, H146 1.100, H147 1.091
133 C -7.422 -1.227 2.595  C132 1.565, N134 1.487, C136 1.520, C137 1.554
134 N -6.104 -0.852 2.019  C129 1.488, C133 1.487, O135 1.468
135 O -5.764 -1.931 1.083  N134 1.468, H157 0.981
136 C -7.460 -2.627 3.184  C133 1.520, H148 1.102, H149 1.094, H150 1.090
137 C -8.427 -1.278 1.410  C133 1.554, H151 1.094, H152 1.096, H153 1.079
138 C -4.339 -1.948 3.521  C129 1.558, H154 1.101, H155 1.093, H156 1.096
139 H -3.151 -0.911 1.537  C128 1.093
140 H -2.988 0.410 2.658  C128 1.089
141 H -4.074 0.570 1.229  C128 1.102
142 H -4.447 0.530 4.681  C130 1.098
143 H -5.437 1.374 3.501  C130 1.104
144 H -6.721 0.610 5.526  C131 1.101
145 H -6.336 -1.041 5.116  C131 1.096
146 H -7.921 0.832 3.223  C132 1.100
147 H -8.663 -0.410 4.220  C132 1.091
148 H -8.533 -2.794 3.367  C136 1.102
149 H -7.129 -3.407 2.491  C136 1.094
150 H -6.953 -2.786 4.136  C136 1.090
151 H -8.166 -2.153 0.807  C137 1.094
152 H -9.456 -1.414 1.761  C137 1.096
153 H -8.372 -0.407 0.776  C137 1.079
154 H -4.199 -2.674 2.706  C138 1.101
155 H -4.988 -2.405 4.272  C138 1.093
156 H -3.369 -1.716 3.976  C138 1.096
157 H -5.468 -1.430 0.293  O135 0.981
158 C 1.855 -2.703 -4.339  C159 1.496, H169 1.094, H170 1.093, H171 1.081
159 C 0.746 -2.790 -5.339  C158 1.496, C160 1.563, N164 1.462, C168 1.506
160 C -0.450 -3.586 -4.722  C159 1.563, C161 1.518, H172 1.081, H173 1.097
161 C -1.658 -3.540 -5.640  C160 1.518, C162 1.525, H174 1.088, H175 1.095
162 C -2.085 -2.080 -5.754  C161 1.525, C163 1.558, H176 1.098, H177 1.087
163 C -0.974 -1.233 -6.443  C162 1.558, N164 1.504, C166 1.505, C167 1.556
164 N 0.278 -1.437 -5.636  C159 1.462, C163 1.504, O165 1.437
165 O 1.366 -0.743 -6.268  N164 1.437, H187 0.968
166 C -0.860 -1.555 -7.909  C163 1.505, H178 1.089, H179 1.092, H180 1.084
167 C -1.345 0.276 -6.359  C163 1.556, H181 1.084, H182 1.101, H183 1.077
168 C 1.302 -3.566 -6.504  C159 1.506, H184 1.081, H185 1.088, H186 1.096
169 H 2.128 -3.688 -3.948  C158 1.094
170 H 1.509 -2.110 -3.489  C158 1.093
171 H 2.726 -2.218 -4.756  C158 1.081
172 H -0.170 -4.610 -4.518  C160 1.081
173 H -0.764 -3.155 -3.764  C160 1.097
174 H -2.510 -4.136 -5.319  C161 1.088
175 H -1.386 -3.872 -6.647  C161 1.095
176 H -2.232 -1.733 -4.722  C162 1.098
177 H -3.021 -1.944 -6.289  C162 1.087
178 H -1.813 -1.295 -8.368  C166 1.089
179 H -0.122 -0.896 -8.372  C166 1.092
180 H -0.605 -2.584 -8.133  C166 1.084
181 H -2.263 0.543 -6.869  C167 1.084
182 H -1.447 0.563 -5.302  C167 1.101
183 H -0.532 0.832 -6.796  C167 1.077
184 H 0.636 -3.759 -7.334  C168 1.081
185 H 1.611 -4.545 -6.144  C168 1.088
186 H 2.231 -3.165 -6.925  C168 1.096
187 H 1.507 -1.261 -7.073  O165 0.968
188 C -0.159 6.820 5.145  C189 1.524, H199 1.096, H200 1.088, H201 1.088
189 C -1.176 5.924 5.840  C188 1.524, C190 1.547, N194 1.455, C198 1.539
190 C -2.613 6.462 5.637  C189 1.547, C191 1.563, H202 1.111, H203 1.093
191 C -3.136 6.261 4.178  C190 1.563, C192 1.551, H204 1.090, H205 1.101
192 C -3.080 4.737 3.891  C191 1.551, C193 1.575, H206 1.087, H207 1.098
193 C -1.608 4.204 4.054  C192 1.575, N194 1.414, C196 1.484, C197 1.547
194 N -1.178 4.552 5.356  C189 1.455, C193 1.414, O195 1.448
195 O 0.132 3.971 5.563  N194 1.448, H217 0.979
196 C -1.594 2.721 3.981  C193 1.484, H208 1.089, H209 1.088, H210 1.086
197 C -0.700 4.753 2.929  C193 1.547, H211 1.086, H212 1.089, H213 1.096
198 C -0.804 5.841 7.331  C189 1.539, H214 1.088, H215 1.090, H216 1.097
199 H 0.073 7.719 5.729  C188 1.096
200 H -0.446 7.146 4.148  C188 1.088
201 H 0.774 6.262 5.104  C188 1.088
202 H -3.318 5.920 6.302  C190 1.111
203 H -2.748 7.521 5.870  C190 1.093
204 H -2.567 6.854 3.462  C191 1.090
205 H -4.177 6.612 4.114  C191 1.101
206 H -3.481 4.507 2.907  C192 1.087
207 H -3.677 4.171 4.618  C192 1.098
208 H -2.209 2.267 4.756  C196 1.089
209 H -1.976 2.257 3.074  C196 1.088
210 H -0.637 2.224 4.106  C196 1.086
211 H -0.773 5.826 2.785  C197 1.086
212 H 0.352 4.501 3.055  C197 1.089
213 H -1.046 4.287 2.000  C197 1.096
214 H -0.835 6.815 7.815  C198 1.088
215 H 0.211 5.470 7.478  C198 1.090
216 H -1.436 5.152 7.904  C198 1.097
217 H 0.691 4.527 4.983  O195 0.979
218 C -3.012 -5.051 5.028  C219 1.566, H229 1.093, H230 1.099, H231 1.088
219 C -1.883 -6.111 5.255  C218 1.566, C220 1.544, N224 1.493, C228 1.514
220 C -2.017 -7.295 4.272  C219 1.544, C221 1.569, H232 1.090, H233 1.098
221 C -1.621 -6.851 2.820  C220 1.569, C222 1.556, H234 1.099, H235 1.101
222 C -0.203 -6.215 2.755  C221 1.556, C223 1.532, H236 1.083, H237 1.092
223 C -0.052 -5.065 3.757  C222 1.532, N224 1.493, C226 1.560, C227 1.588
224 N -0.515 -5.534 5.097  C219 1.493, C223 1.493, O225 1.428
225 O -0.310 -4.580 6.140  N224 1.428, H247 0.975
226 C 1.421 -4.616 4.005  C223 1.560, H238 1.090, H239 1.088, H240 1.100
227 C -0.827 -3.760 3.289  C223 1.588, H241 1.102, H242 1.095, H243 1.085
228 C -1.957 -6.585 6.691  C219 1.514, H244 1.075, H245 1.087, H246 1.095
229 H -2.822 -4.163 5.636  C218 1.093
230 H -4.009 -5.421 5.303  C218 1.099
231 H -3.095 -4.747 3.986  C218 1.088
232 H -1.372 -8.106 4.610  C220 1.090
233 H -3.037 -7.695 4.200  C220 1.098
234 H -2.351 -6.058 2.608  C221 1.099
235 H -1.823 -7.657 2.098  C221 1.101
236 H -0.017 -5.888 1.740  C222 1.083
237 H 0.539 -6.992 2.950  C222 1.092
238 H 1.518 -3.717 4.614  C226 1.090
239 H 2.012 -5.420 4.440  C226 1.088
240 H 1.813 -4.403 2.999  C226 1.100
241 H -1.015 -3.074 4.130  C227 1.102
242 H -0.249 -3.176 2.565  C227 1.095
243 H -1.811 -3.940 2.867  C227 1.085
244 H -2.307 -5.795 7.330  C228 1.075
245 H -1.004 -6.933 7.081  C228 1.087
246 H -2.667 -7.411 6.811  C228 1.095
247 H -0.628 -3.732 5.778  O225 0.975
248 C 5.689 0.559 -2.829  C249 1.545, H259 1.092, H260 1.110, H261 1.091
249 C 6.125 -0.374 -3.980  C248 1.545, C250 1.540, N254 1.454, C258 1.546
250 C 5.171 -0.110 -5.160  C249 1.540, C251 1.573, H262 1.089, H263 1.092
251 C 5.563 1.260 -5.827  C250 1.573, C252 1.528, H264 1.095, H265 1.096
252 C 6.977 1.078 -6.379  C251 1.528, C253 1.538, H266 1.088, H267 1.100
253 C 7.979 0.904 -5.225  C252 1.538, N254 1.481, C256 1.524, C257 1.583
254 N 7.510 -0.236 -4.404  C249 1.454, C253 1.481, O255 1.456
255 O 8.349 -0.406 -3.227  N254 1.456, H277 0.980
256 C 9.323 0.483 -5.807  C253 1.524, H268 1.088, H269 1.082, H270 1.103
257 C 8.196 2.214 -4.364  C253 1.583, H271 1.079, H272 1.092, H273 1.088
258 C 6.004 -1.819 -3.445  C249 1.546, H274 1.085, H275 1.091, H276 1.091
259 H 5.903 1.622 -2.959  C248 1.092
260 H 6.162 0.195 -1.893  C248 1.110
261 H 4.616 0.440 -2.675  C248 1.091
262 H 5.242 -0.853 -5.952  C250 1.089
263 H 4.122 -0.058 -4.864  C250 1.092
264 H 5.506 2.052 -5.073  C251 1.095
265 H 4.849 1.537 -6.610  C251 1.096
266 H 7.286 1.911 -7.007  C252 1.088
267 H 7.028 0.186 -7.019  C252 1.100
268 H 10.065 0.163 -5.079  C256 1.088
269 H 9.283 -0.332 -6.517  C256 1.082
270 H 9.879 1.258 -6.362  C256 1.103
271 H 8.726 2.030 -3.442  C257 1.079
272 H 8.764 2.890 -5.007  C257 1.092
273 H 7.241 2.690 -4.153  C257 1.088
274 H 6.560 -1.947 -2.523  C258 1.085
275 H 6.454 -2.531 -4.139  C258 1.091
276 H 4.994 -2.180 -3.240  C258 1.091
277 H 7.959 0.341 -2.727  O255 0.980

## Properties
Largest force on an atom in eV Å⁻¹: 2.46
Kohn-Sham gap in eV: 8.19
E_LUMO in eV: 0.270
M in g/mol: 1453.316

Mulliken population analysis, charges in e, atoms 1 to 2: -0.186, 0.778

---

Record 2
C3H9NOS | ωB97M-V/def2-TZVPD

Last columns: bonded neighbours and bond lengths (Å).
Atoms and positions in Å:
1 C 0.742 -1.387 -1.580  N4 1.401, H7 1.147, H8 1.048, H9 1.153
2 C 1.916 -0.960 0.381  N4 1.223, H10 1.054, H11 1.022
3 C -0.702 1.702 1.021  S6 1.804, H13 1.077, H14 1.137, H15 1.184
4 N 0.964 -0.745 -0.355  C1 1.401, C2 1.223
5 O -3.021 0.750 0.731  S6 1.651, H12 0.952
6 S -1.509 0.271 0.275  C3 1.804, O5 1.651
7 H -0.122 -2.128 -1.439  C1 1.147
8 H 0.499 -0.707 -2.338  C1 1.048
9 H 1.747 -1.846 -1.909  C1 1.153
10 H 2.652 -1.617 0.009  C2 1.054
11 H 2.000 -0.542 1.310  C2 1.022
12 H -3.548 1.292 0.153  O5 0.952
13 H 0.326 1.719 0.699  C3 1.077
14 H -0.600 1.509 2.137  C3 1.137
15 H -1.345 2.690 0.906  C3 1.184

## Properties
Largest force on an atom in eV Å⁻¹: 3.80
Relative energy (zero: lowest compared OMol25 entry of this formula, charge and spin) in kJ/mol: 281.0
Kohn-Sham gap in eV: 9.01
E_LUMO in eV: 0.902
M in g/mol: 107.178
SMILES string: C=NC.CSO

Mulliken population analysis, charges in e, atoms 1 to 2: -0.836, -0.398

---

no.,HOMO level (eV)
1,-7.93
2,-8.11